No. 1
The following is a DFT calculation (the ωB97M-V functional and the def2-TZVPD basis) of C24H23N10O4PRuS2 as an isolated structure.

Last column: natural (NBO) charge in e.
Element x y z (Å)
Ru (-0.3770, -0.9364, -1.0654)  1.2864
C (-0.9593, -2.9769, 4.0976)  -0.3987
N (-0.5100, -3.0184, 2.7195)  -0.3293
C (-0.6638, -4.0842, 1.8752)  -0.0848
C (-0.1398, -3.7066, 0.6754)  -0.0477
N (0.3311, -2.4267, 0.7687)  -0.4902
C (0.1048, -2.0335, 2.0104)  0.0699
P (0.6892, -0.5387, 2.8298)  0.7098
C (2.4172, -0.4859, 2.2654)  0.0515
N (2.8653, -0.4447, 1.0330)  -0.4066
C (4.2234, -0.4050, 1.1256)  -0.0843
C (4.6060, -0.4259, 2.4397)  -0.0973
N (3.4497, -0.4757, 3.1689)  -0.3456
C (3.3754, -0.5141, 4.6159)  -0.3976
C (0.0252, 0.8325, 1.8599)  0.0678
N (0.0597, 0.9762, 0.5476)  -0.4675
C (-0.1845, 2.2975, 0.3003)  -0.0586
C (-0.3944, 2.9527, 1.4779)  -0.0882
N (-0.2582, 2.0215, 2.4681)  -0.3333
C (-0.4271, 2.2812, 3.8845)  -0.4009
H (-1.6379, -3.8121, 4.2531)  0.2173
H (-0.1231, -3.0586, 4.7918)  0.2005
H (-1.5002, -2.0536, 4.2917)  0.2197
H (-1.1596, -4.9857, 2.1898)  0.2147
H (-0.1216, -4.2360, -0.2602)  0.2664
H (4.8454, -0.3677, 0.2472)  0.2149
H (5.5722, -0.4107, 2.9136)  0.2080
H (4.3899, -0.5526, 5.0061)  0.2112
H (2.8807, 0.3745, 5.0065)  0.2067
H (2.8356, -1.3972, 4.9540)  0.2107
H (-0.2150, 2.6874, -0.6997)  0.2409
H (-0.6450, 3.9771, 1.6914)  0.2152
H (-1.0802, 3.1436, 3.9985)  0.2157
H (-0.8932, 1.4261, 4.3669)  0.2236
H (0.5291, 2.4878, 4.3666)  0.1994
C (-2.9549, 1.3629, -1.3060)  -0.6603
C (-1.9426, 1.7293, -2.3511)  0.2044
C (-2.2240, 2.7496, -3.2332)  -0.2809
C (-1.2907, 3.1121, -4.1921)  -0.1920
C (-0.0792, 2.4211, -4.2803)  -0.1003
C (0.9133, 2.7568, -5.2278)  -0.2757
C (2.1064, 2.0349, -5.3089)  -0.2471
C (2.3204, 0.9708, -4.4732)  -0.1950
C (1.3503, 0.5848, -3.4983)  -0.4608
S (1.6571, -0.8407, -2.6365)  0.5577
C (0.1293, 1.3291, -3.3610)  0.3318
N (-0.7677, 1.0466, -2.3945)  -0.5847
H (-3.3747, 2.2624, -0.8506)  0.2130
H (-2.5292, 0.7530, -0.5163)  0.2315
H (-3.7856, 0.8024, -1.7421)  0.2347
H (-3.1764, 3.2594, -3.1590)  0.2053
H (-1.4898, 3.9200, -4.8868)  0.1954
H (0.7195, 3.5872, -5.8965)  0.1902
H (2.8551, 2.3087, -6.0426)  0.1976
H (3.2274, 0.3849, -4.5441)  0.2050
N (-2.3101, -1.4860, -0.0011)  -0.7033
C (-3.4752, -1.5464, -0.0817)  0.5936
N (-4.7497, -1.6796, -0.1357)  -0.6980
C (-5.5333, -0.7462, 0.3651)  0.4473
N (-6.2940, 0.0171, 0.7950)  -0.5191
O (-0.3280, -3.2504, -2.1072)  -1.0457
S (-0.3454, -2.6896, -3.4710)  2.5806
O (-0.5315, -3.6277, -4.5328)  -0.9538
O (1.1722, -2.1463, -3.6828)  -0.8897
O (-1.1792, -1.4911, -3.4623)  -1.0011

2S+1	6
frontier orbital gap (spin up / spin down)	3.974 / 6.969	eV
net charge	-1
LUMO energy (spin up / spin down)	1.76 / 1.76	eV
<S²>	8.791

=====

No. 2
The following is a DFT calculation (the ωB97M-V functional and the def2-TZVPD basis) of one molecule with the formula C24H23N3O5.

Last column: natural (NBO) charge in e.
Element x y z (Å)
H (4.6615, 2.9898, -0.0642)  0.3841
N (3.7527, 2.7069, -0.2227)  -0.6583
C (3.5870, 1.6612, 0.1364)  0.5472
C (2.2118, 0.8134, 0.4785)  -0.3485
C (1.1658, 1.5992, 0.2886)  -0.0159
C (-0.2896, 1.5157, 0.5064)  -0.1005
C (-1.1112, 2.3695, -0.1156)  -0.1163
C (-2.4193, 2.4200, -0.4051)  -0.3777
C (-3.0931, 1.4579, 0.3865)  0.3537
O (-4.3388, 1.1781, 0.5230)  -0.4706
C (-5.2723, 1.9211, -0.4676)  -0.1114
C (-5.0322, 1.1973, -1.9713)  -0.0394
O (-4.9352, -0.4854, -1.9353)  -0.5142
C (-3.8056, -0.8786, -1.3507)  0.2742
C (-4.0338, -2.0910, -0.7009)  -0.2669
C (-3.0175, -2.8576, -0.0178)  -0.1816
C (-1.6120, -2.6540, -0.4519)  -0.0396
C (-0.5895, -3.1905, 0.1279)  -0.6618
C (-1.5005, -1.4419, -1.2459)  -0.1834
C (-2.4282, -0.5281, -1.8381)  -0.2236
C (-2.2073, 0.5530, 1.2821)  0.3277
O (-2.8067, -0.1905, 2.0489)  -0.4724
C (-2.1965, -1.1728, 2.9830)  -0.2362
C (-0.8614, 0.4967, 1.1255)  -0.3513
C (2.0729, -0.4834, 1.1243)  0.6946
O (1.2467, -1.0799, 1.6195)  -0.5210
N (3.2984, -1.4550, 0.5855)  -0.5557
C (4.1829, -0.7312, 0.0649)  0.3772
C (5.4617, -1.6078, -0.4739)  -0.3327
C (6.2594, -0.3975, -0.8593)  0.4001
C (7.8402, -0.5714, -1.2467)  -0.6337
O (5.9624, 0.6933, -0.5636)  -0.3045
N (4.5089, 0.5345, -0.0709)  -0.2267
H (1.5172, 2.7336, -0.1402)  0.2356
H (-0.5152, 3.2893, -0.8731)  0.1669
H (-3.0049, 3.0628, -1.0090)  0.2202
H (-6.1826, 1.3931, -0.0937)  0.2315
H (-5.1522, 2.9274, -0.6089)  0.1955
H (-3.9377, 1.6313, -2.2924)  0.1937
H (-5.8075, 1.3625, -2.4414)  0.1500
H (-5.0200, -2.5157, -0.2857)  0.2223
H (-3.0373, -3.6582, 0.4840)  0.1741
H (0.1098, -3.5270, -0.8173)  0.2224
H (-0.8541, -4.0933, 0.7329)  0.2272
H (0.1819, -2.4965, 0.3431)  0.2789
H (-0.5083, -1.1154, -1.7144)  0.1941
H (-2.3718, 0.2517, -2.3091)  0.1741
H (-2.8473, -1.8073, 3.3711)  0.1900
H (-1.6127, -0.7208, 3.7642)  0.1890
H (-1.4495, -1.8649, 2.4313)  0.1991
H (-0.0986, 0.0777, 1.7799)  0.2639
H (5.7061, -2.4694, -0.6338)  0.1777
H (8.2112, -1.6284, -1.4365)  0.2515
H (7.8524, 0.2080, -2.3132)  0.2046
H (8.2879, 0.0654, -0.5077)  0.2227

frontier orbital gap	7.068	eV
structure (SMILES)	[H]/N=C1/C(=C/c2ccc(OCCOc3ccc(C)cc3)c(OC)c2)C(=O)N=C2C=C(C)ON21
net charge	0
LUMO energy	-0.03	eV

=====

No. 3
The following is a DFT calculation (the ωB97M-V functional and the def2-TZVPD basis) of a 2-piece molecular cluster, C24H23NOS2 overall.

Last column: natural (NBO) charge in e.
Element x y z (Å)
C (1.8186, 6.0118, -0.5344)  -0.6255
C (2.0213, 4.9343, -1.5667)  -0.0801
O (1.0575, 3.8906, -1.2230)  -0.5134
C (1.2155, 2.6719, -1.8197)  -0.0134
S (0.0384, 1.5215, -1.4644)  0.0070
S (2.5117, 2.4060, -2.8465)  -0.1420
H (2.3643, 6.9108, -0.8084)  0.2116
H (0.7579, 6.2570, -0.4397)  0.2156
H (2.1761, 5.6848, 0.4426)  0.2102
H (1.8231, 5.3180, -2.5808)  0.1908
H (3.0560, 4.5470, -1.5289)  0.2076
C (-5.7706, -2.3761, -0.4628)  -0.3957
N (-4.6025, -2.8328, 0.2795)  -0.4408
C (-4.7768, -4.0719, 1.0166)  -0.4015
C (-3.3660, -2.2440, 0.1349)  0.2200
C (-3.2509, -0.8283, 0.1429)  -0.2453
C (-1.9903, -0.2569, 0.2057)  -0.1753
C (-0.8309, -1.0311, 0.0209)  -0.1074
C (0.4845, -0.4085, -0.0165)  0.1767
C (1.6703, -1.0025, -0.6716)  -0.1286
C (2.8415, -0.4837, -0.0241)  0.0606
C (4.1153, -0.8354, -0.4473)  -0.2173
C (4.2421, -1.6275, -1.5953)  -0.1806
C (3.1008, -2.1371, -2.2404)  -0.2114
C (1.8061, -1.8592, -1.7595)  -0.1602
C (2.4169, 0.3446, 1.0955)  -0.0652
C (0.9857, 0.3340, 1.1473)  -0.0074
C (0.3213, 0.8718, 2.2334)  -0.1977
C (1.0780, 1.5022, 3.2355)  -0.2118
C (2.4785, 1.5348, 3.1628)  -0.1947
C (3.1659, 0.9289, 2.1036)  -0.1898
C (-0.9708, -2.4252, -0.1100)  -0.1662
C (-2.2014, -3.0446, 0.0153)  -0.2717
H (-5.6380, -1.3363, -0.7934)  0.2114
H (-5.9520, -3.0142, -1.3565)  0.1858
H (-6.6531, -2.4511, 0.1902)  0.1953
H (-4.1236, -4.0797, 1.9025)  0.2109
H (-5.8262, -4.1172, 1.3356)  0.2049
H (-4.5490, -4.9537, 0.3986)  0.1803
H (-4.1680, -0.2229, 0.1816)  0.2189
H (-1.9319, 0.8236, 0.3260)  0.2418
H (4.9651, -0.4535, 0.1226)  0.2150
H (5.2334, -1.8413, -1.9980)  0.2181
H (3.2201, -2.7593, -3.1293)  0.2188
H (0.9217, -2.2860, -2.2377)  0.2227
H (-0.7599, 0.7734, 2.2809)  0.2225
H (0.5597, 1.9556, 4.0781)  0.2181
H (3.0406, 2.0281, 3.9527)  0.2161
H (4.2558, 0.8921, 2.0279)  0.2160
H (-0.0877, -3.0267, -0.3071)  0.2242
H (-2.2942, -4.1361, -0.0712)  0.2220

frontier orbital gap	5.850	eV
net charge	0
LUMO energy	-1.62	eV

=====

No. 4
The following is a DFT calculation (the ωB97M-V functional and the def2-TZVPD basis) of C24H24BF9N2O as an isolated structure.

Last column: natural (NBO) charge in e.
Element x y z (Å)
C (-5.2420, -1.1633, -1.3584)  -0.6606
C (-4.1104, -2.0105, -1.0453)  0.2928
C (-3.8829, -3.0066, -0.0814)  -0.3010
C (-2.4903, -3.1721, 0.0047)  -0.4252
C (-1.8744, -1.9984, -0.6501)  0.2387
B (-1.3998, -3.6102, -2.5195)  1.3397
F (-0.9227, -4.7842, -2.1950)  -0.4902
F (-1.7302, -2.9982, -3.6518)  -0.4875
F (-1.9807, -0.0127, 0.0076)  -0.4313
O (-2.9002, -1.6040, -1.5414)  -0.5174
H (-6.2393, -1.6245, -1.2771)  0.2274
H (-5.2445, -0.3297, -0.6346)  0.2346
H (-5.1649, -0.7271, -2.3659)  0.2283
H (-4.6582, -3.4821, 0.5153)  0.2297
H (-2.0457, -3.9346, 0.6230)  0.2392
C (1.5113, -0.2411, 5.6541)  -0.4006
N (1.7919, -1.2143, 4.6227)  -0.4193
C (2.6944, -2.2873, 4.9941)  -0.2896
C (4.0871, -1.8932, 4.5924)  0.9683
F (5.0408, -2.8137, 4.8931)  -0.3223
F (4.1395, -1.6610, 3.2335)  -0.3313
F (4.4382, -0.7061, 5.1976)  -0.3368
C (1.1579, -1.1599, 3.4102)  0.1920
C (1.2023, -2.2312, 2.4861)  -0.2820
C (0.5420, -2.1961, 1.2753)  -0.1407
C (-0.1713, -1.0432, 0.8963)  -0.0782
C (-0.9933, -0.9651, -0.3787)  0.1004
C (-0.2351, 0.0995, -1.4092)  -0.0613
C (-0.9627, 0.6244, -2.4717)  -0.1860
C (-0.4348, 1.6062, -3.3075)  -0.2628
C (0.8246, 2.2094, -3.0159)  0.2014
N (1.1879, 3.4176, -3.5368)  -0.4217
C (2.5315, 3.9278, -3.4063)  -0.3993
C (0.2457, 4.2752, -4.2501)  -0.2902
C (-0.4955, 5.1225, -3.2615)  0.9667
F (-1.3844, 5.9876, -3.8142)  -0.3218
F (-1.1852, 4.3201, -2.3787)  -0.3276
F (0.3914, 5.8543, -2.5019)  -0.3376
C (1.6238, 1.5771, -2.0187)  -0.3069
C (1.0661, 0.6060, -1.1788)  -0.1348
C (-0.2141, 0.0528, 1.7813)  -0.1652
C (0.4101, -0.0117, 3.0164)  -0.2676
H (0.4297, -0.0317, 5.7154)  0.2042
H (1.8391, -0.6469, 6.6154)  0.2033
H (2.0329, 0.7199, 5.4878)  0.2001
H (2.6751, -2.3832, 6.0768)  0.2262
H (2.4374, -3.2154, 4.4940)  0.2296
H (1.7351, -3.1579, 2.7487)  0.1996
H (0.6088, -3.0372, 0.6074)  0.2096
H (-0.5837, -2.0893, -1.0944)  0.0772
H (-1.9556, 0.2623, -2.6566)  0.2330
H (-1.0356, 1.9739, -4.1420)  0.2007
H (3.2624, 3.1313, -3.5899)  0.2031
H (2.6710, 4.7114, -4.1528)  0.2018
H (2.7314, 4.3550, -2.4116)  0.1996
H (0.8251, 4.9311, -4.8994)  0.2261
H (-0.4827, 3.6800, -4.8062)  0.2309
H (2.6444, 1.9496, -1.8271)  0.2148
H (1.6697, 0.2473, -0.3605)  0.2178
H (-0.7324, 0.9629, 1.5234)  0.2444
H (0.3042, 0.8386, 3.7183)  0.2161

frontier orbital gap	5.094	eV
net charge	0
LUMO energy	-0.66	eV

=====

These records have energy above the lowest of the compared OMol25 structures with the same formula, charge and spin values of 49.5 551.1 0.0 104.1 kcal/mol, in the order they appear.
These records have M values of 711.69 433.46 405.59 538.26 g/mol, in the order they appear.
These records have E_tot values of -81893.45592 -39946.54140 -50467.52432 -55433.00463 eV, in the order they appear.